[1]
A 2-piece molecular cluster, C5H10O2 overall. Source: the Open Molecules 2025 dataset; level of theory: ωB97M-V/def2-TZVPD.

The geometry in ORCA input format:
```
! wB97M-V def2-TZVPD RIJCOSX def2/J DEFGRID3
* xyz 0 1
O 0.1457 -0.9464 -2.2499
O 2.9105 -0.3966 0.7521
C -3.1434 0.6206 0.0741
C 0.6100 0.0099 0.6939
C -0.6039 0.6052 0.3718
C -1.9363 0.1024 0.7467
C 1.9008 0.4049 0.2590
H -0.6713 1.5410 -0.1748
H -3.5573 0.3294 -0.8729
H -2.1508 -0.6635 -0.0507
H -0.2379 -0.0667 -2.1017
H 0.3290 -1.0873 -1.3014
H 2.1548 1.4486 0.0932
H -1.8443 -0.4080 1.7315
H 0.7369 -0.8390 1.3664
H -3.5442 1.4316 0.6791
H 3.1075 -1.1372 0.1643
*
```

Output
* gap between HOMO and LUMO: 4.89 eV
* ΔE to the lowest compared entry with this formula, charge and spin: 8.1048 eV

Atomic partial charges in e from the Löwdin method, atoms 1 to 2:
1 O -0.08
2 O -0.03

=====

[2]
The molecule C5H10O2. Source: the Open Molecules 2025 dataset; level of theory: ωB97M-V/def2-TZVPD.

The geometry in ORCA input format:
```
! wB97M-V def2-TZVPD RIJCOSX def2/J DEFGRID3
* xyz 0 1
O -0.6951 1.1623 -1.0588
O 1.6515 1.3351 -0.0683
C -0.6449 0.0404 -0.2217
C -2.0907 -0.5218 -0.1187
C 1.9441 -0.9041 -0.5533
C 1.0358 0.0986 0.0716
C 0.0241 0.0970 1.1331
H 2.9282 -0.9470 -0.0741
H -0.1016 0.9857 1.7519
H -0.0539 -0.8395 1.6809
H 2.0978 -0.5383 -1.5783
H 1.4619 -1.8765 -0.6001
H -2.6397 0.3475 0.3066
H -2.2727 -1.3281 0.6014
H -2.6064 -0.7553 -1.0558
H 1.2889 1.9426 0.5927
H -1.3776 1.7701 -0.7684
*
```

Output
* SMILES: C[C@]1(O)C[C@@]1(C)O
* gap between HOMO and LUMO: 8.94 eV
* ΔE to the lowest compared entry with this formula, charge and spin: 4.1201 eV

Atomic partial charges in e from the Löwdin method, atoms 1 to 2:
1 O -0.03
2 O 0.03

=====

[3]
The molecule C5H10O2S. Source: the Open Molecules 2025 dataset; level of theory: ωB97M-V/def2-TZVPD.

The geometry in ORCA input format:
```
! wB97M-V def2-TZVPD RIJCOSX def2/J DEFGRID3
* xyz 0 1
S 1.2013 1.5270 -0.0399
O 0.5454 -0.5469 -1.7286
O -1.4593 0.3583 -0.5541
C -0.0795 -0.6728 1.2061
C -0.6623 0.0139 -1.7167
C -1.4943 -0.4308 0.6560
C 0.6101 0.6887 1.5972
C 1.4957 0.2634 -1.2318
H 2.0228 0.9372 -1.9831
H -2.1894 -1.4506 0.7202
H -1.3619 -0.5128 -2.1999
H -0.2370 1.4289 1.9975
H -0.2434 -1.3429 2.0439
H -0.5864 0.8420 -2.3664
H 2.3404 -0.3867 -0.8888
H 0.7456 -1.3728 0.6157
H 1.3717 0.3552 2.3853
H -2.0195 0.3016 1.4874
*
```

Output
* SMILES: C1COCOCSC1
* gap between HOMO and LUMO: 9.47 eV
* ΔE to the lowest compared entry with this formula, charge and spin: 4.1081 eV

Atomic partial charges in e from the Löwdin method, atoms 1 to 2:
1 S 0.88
2 O -0.10

=====

Number 1: HOMO level -6.6 eV. Number 2: HOMO level -8.1 eV. Number 3: HOMO level -8.6 eV.